Entry from the OMol25 dataset: C4H9O2S as an isolated structure at a distorted geometry (ωB97M-V/def2-TZVPD).

Net charge: -1
Energy above the lowest of the compared OMol25 structures with the same formula, charge and spin, eV: 4.2766
Spin multiplicity: 1
Orbital gap, eV: 6.77
HOMO, eV: -3.0

Element x y z (Å)
C1 0.3991 0.9258 -0.5723
C2 -0.6916 0.4315 -1.3071
C3 0.6698 1.8864 0.3708
C4 1.0113 -1.1301 0.9931
O1 -1.7730 -1.5815 -0.0930
O2 2.9445 0.1323 -0.3077
S1 1.5831 -0.3985 -0.6320
H1 -1.1168 -0.6743 -0.6311
H2 -1.5610 1.0534 -1.2727
H3 -0.4971 0.1854 -2.3420
H4 1.6998 1.9105 0.7509
H5 -1.8816 -2.3583 -0.7439
H6 -0.1253 2.5050 0.6751
H7 2.0292 -1.1756 1.4696
H8 0.3302 -0.4209 1.5476
H9 0.6463 -2.1751 0.7468

Force components x, y, z for each atom (eV/Å):
1.3345 1.2583 1.4892
-0.9694 0.4317 -0.1766
0.5032 -1.8063 -1.8693
0.8376 -0.6260 -0.3109
-0.1739 -1.7926 -1.2444
0.4764 -0.0122 -0.0702
0.4753 -0.1818 0.7057
-0.8511 -0.8076 -0.2413
-0.7399 0.4935 0.1197
0.3625 -0.3730 -0.1650
-0.6785 0.1144 0.2104
0.3515 1.9637 1.4002
-0.5170 1.1367 0.3646
-1.0148 -0.0417 -0.1296
0.6071 -1.2384 -0.8122
-0.0034 1.4809 0.7296